Record 1
Formula: C5H7N3
Source: the OMol25 dataset
Level of theory: ωB97M-V/def2-TZVPD

XYZ file:
```
15
Properties=species:S:1:pos:R:3:forces:R:3
C -0.05004 -0.43299 1.90420 -0.30 -0.91 -1.42
N -3.08854 -0.87271 0.94683 -3.75 0.66 0.12
C 1.56301 0.17256 -1.19012 -0.89 -2.33 2.36
H -1.34632 1.41091 -0.21456 0.43 0.67 0.29
N 0.29469 0.30776 2.71334 0.33 0.19 0.47
C -1.98689 -1.07159 0.81440 3.61 -1.13 -0.60
H 1.81932 -0.86736 -1.60290 -0.04 1.83 0.36
C 0.05812 0.26708 -0.95553 2.70 -0.38 -3.56
H 1.98261 1.01480 -1.66971 0.45 0.72 -1.32
N -0.34310 1.42302 -0.39924 -2.57 0.04 -0.54
H -0.03913 -2.07885 0.50170 0.25 -0.57 -0.76
H 1.99417 0.26871 -0.15804 0.15 -0.47 -0.59
H -0.50268 -0.06674 -1.82014 -0.59 -0.13 0.09
C -0.59250 -1.24203 0.82856 -0.55 0.93 3.58
H 0.23727 1.76741 0.30122 0.77 0.87 1.52
```
Forces are in eV/Å.

Calculated values
2S+1	3
M	109.13	g mol⁻¹
strongest force on any atom	4.49	eV/A
LUMO level (spin up / spin down)	0.713 / -2.756	eV
frontier orbital gap (spin up / spin down)	7.09 / 8.55	eV
charge	0



Record 2
Formula: C18H36O18
Source: the OMol25 dataset
Level of theory: ωB97M-V/def2-TZVPD

XYZ file:
```
72
Properties=species:S:1:pos:R:3:forces:R:3
H 14.77300 44.12100 14.18100 -0.27 -0.83 0.60
O 15.18900 41.83600 15.95100 0.61 -1.06 1.73
H 9.73600 46.96500 12.82900 1.83 -2.23 -0.43
C 21.15000 44.79000 11.44000 1.30 1.54 -0.04
O 10.33400 45.88300 8.74000 -0.35 1.36 -1.22
O 22.26900 44.07600 11.64900 0.25 -2.08 -0.79
O 16.45800 42.57200 6.71200 1.02 0.53 -1.27
H 12.09500 38.42200 10.87300 -1.01 -0.68 1.58
H 10.46700 45.40100 6.64700 0.68 1.43 0.75
H 9.89600 45.02300 12.53600 -0.12 1.12 -0.12
H 17.20000 40.67800 19.06100 0.14 -0.12 0.61
O 18.02100 43.42600 5.23800 -0.47 -1.46 0.25
C 14.89200 41.23200 14.67700 -7.67 1.06 3.38
C 10.30600 46.04600 12.35000 1.33 0.29 -1.82
H 9.30900 44.64700 7.36300 -0.20 -1.15 1.22
O 13.55900 39.44000 10.99000 5.13 4.92 -1.10
H 18.25900 43.55700 10.33300 1.95 2.50 -0.53
O 15.79400 41.67700 18.06200 0.24 3.36 -1.22
O 15.35200 40.95200 10.98700 -0.85 0.11 -0.81
H 19.56100 42.34200 6.58900 -0.47 -1.08 -0.95
H 19.95700 43.85000 5.66000 -0.07 -0.29 0.23
H 17.32000 40.91600 10.52500 4.16 -3.57 -5.33
H 15.67400 41.20900 14.09200 3.89 0.32 -3.17
H 15.51300 40.27300 19.23300 -2.75 -4.18 1.32
O 16.01300 44.72400 11.58600 -0.78 0.15 0.83
H 15.86800 45.51500 8.94500 -0.40 1.12 0.73
H 16.98500 40.99500 12.15600 1.07 -0.97 2.59
H 13.56000 45.28600 14.60400 -1.04 0.21 -0.74
C 18.97600 44.47900 10.60100 -3.62 -0.96 1.21
C 10.19500 45.45700 9.98300 1.73 -3.15 1.53
H 12.80100 38.79100 12.74000 -0.78 -1.26 -1.83
H 24.37000 44.15700 12.07600 2.22 -3.01 -1.72
H 16.89600 42.40600 11.11300 -0.84 -1.48 0.30
O 21.08200 45.94800 11.79200 -1.09 -0.95 -0.40
C 14.31100 45.04300 13.87500 2.87 -1.50 0.38
H 15.20000 45.64800 14.07600 -0.39 0.92 -1.02
H 13.49500 37.44400 11.52300 -1.21 1.69 0.70
H 18.83800 43.79100 7.07600 0.42 0.28 -0.03
C 16.77600 43.02500 5.62000 -0.68 -0.29 1.24
H 13.79500 43.72000 5.16000 1.97 -2.78 -0.78
C 19.19700 43.27000 6.18500 -1.97 2.21 0.13
C 16.77300 41.27400 11.20300 -5.48 5.13 2.98
O 15.48800 39.02800 12.20400 -1.62 2.31 -1.81
O 10.19300 46.42000 10.91100 -1.18 0.31 -1.08
H 14.63600 41.93900 5.56500 -0.98 0.98 -0.42
H 13.92200 41.84600 14.41300 2.39 -0.60 -0.66
C 14.97700 44.90800 9.06300 0.89 -2.87 -3.03
C 23.48600 44.64000 12.11600 -2.41 5.82 1.33
H 14.20200 42.32800 3.81500 0.34 0.96 1.55
C 12.89100 38.44800 11.63200 1.04 -2.35 1.04
C 15.32400 41.02200 17.05900 -0.37 -2.88 -2.22
O 13.93300 44.78400 12.52000 -1.30 1.19 -1.52
H 14.38100 40.26800 14.70900 0.84 -0.40 0.68
O 14.24800 44.86900 10.25100 -2.04 0.58 2.37
C 16.17500 40.99700 19.21300 1.78 5.05 1.85
O 10.28400 44.26600 10.27300 -0.76 1.15 -0.23
H 14.26100 45.01200 8.13900 1.10 0.26 2.21
O 15.84300 43.22800 4.63700 2.95 0.97 -0.32
C 14.53700 42.77600 4.82100 -2.05 0.02 0.43
C 10.31600 44.94600 7.63700 0.29 0.27 -1.00
H 15.48800 43.90500 8.83500 -1.01 0.81 0.62
C 14.86900 39.81200 11.44900 0.29 -3.84 1.71
H 23.69600 45.71300 11.54100 -0.77 -2.60 1.91
H 11.15100 44.22700 7.63700 -0.94 -0.25 0.82
H 23.49000 44.71500 13.26200 -0.79 0.82 -1.45
O 20.26800 44.06700 10.70600 3.35 -0.81 0.62
H 18.58100 44.67700 11.57000 -0.26 -0.11 1.41
O 15.10200 39.81000 17.08600 0.05 1.95 -0.44
H 15.99500 41.83900 20.07800 0.84 -2.51 -1.88
H 11.47900 45.89400 12.30500 -2.26 0.80 1.58
H 18.84300 45.49100 10.25100 -0.07 -0.07 -1.62
C 14.79900 44.80100 11.50100 2.38 -0.10 -1.43
```
Forces are in eV/Å.

Calculated values
SMILES string	COC(=O)OC.COC(=O)OC.COC(=O)OC.COC(=O)OC.COC(=O)OC.COC(=O)OC
2S+1	1
M	540.47	g mol⁻¹
strongest force on any atom	8.45	eV/A
LUMO level	0.502	eV
frontier orbital gap	10.82	eV
charge	0



Record 3
Formula: C16H27N4O6STl
Source: the OMol25 dataset
Level of theory: ωB97M-V/def2-TZVPD

XYZ file:
```
55
Properties=species:S:1:pos:R:3:forces:R:3
C -2.16748 -1.19902 0.37604 -0.01 -0.03 -0.04
H 4.08555 2.23572 -3.60312 0.02 0.00 -0.02
H 5.86385 1.24819 -4.67322 0.00 0.00 0.00
O 2.21779 -1.50842 0.66769 0.00 0.04 -0.02
H 3.62537 -1.27171 -3.46078 0.03 0.03 0.01
O -0.98488 2.41509 -1.49507 0.12 -0.02 -0.06
H 2.24980 -2.82447 2.27843 0.00 0.00 0.01
C 5.17709 0.51699 -4.26003 0.01 -0.02 0.00
H 0.63876 -3.61882 -0.31591 0.00 0.02 0.00
H 0.05107 -2.13995 3.17481 0.00 0.00 0.00
N -1.56952 3.25924 -0.80860 -0.14 0.06 0.01
N -1.51054 3.20264 0.58912 0.05 0.03 -0.05
O -0.23790 -0.66970 1.75222 0.00 0.00 -0.01
H -4.24383 6.95565 -0.49851 0.00 0.00 0.00
H 2.03490 -1.09109 -2.78020 -0.11 -0.13 -0.04
H -0.66407 -2.71718 -3.04773 0.01 0.03 -0.01
H -2.92807 5.15170 0.53697 0.01 0.01 0.01
H -4.40172 7.12556 -2.95632 0.00 0.00 0.00
S 1.65780 1.64830 -2.64160 0.02 -0.01 -0.01
H 1.63860 -3.78166 -1.76040 -0.01 0.00 -0.01
H 2.20499 -1.09348 2.64835 0.00 0.00 0.00
Tl 0.79234 0.49322 -0.33198 -0.16 0.11 0.12
O -0.81965 2.29134 0.97170 0.08 -0.06 0.11
H -1.09022 -3.12918 -1.38882 0.02 -0.01 -0.02
H -3.25170 -1.07919 0.30716 0.00 0.01 0.00
C 2.52604 -2.55880 -0.24122 -0.02 0.03 0.04
C -1.66801 -0.64814 1.69183 0.02 0.02 0.03
H -3.23841 5.48979 -4.39605 0.00 0.00 0.00
O 0.61365 -1.97501 -1.57145 0.00 -0.18 -0.02
N 2.90054 -0.67537 -3.09239 0.05 0.13 -0.05
C -3.73333 6.23745 -1.12451 0.00 0.00 0.00
H -2.08911 -1.22508 2.51833 0.00 0.01 0.00
H -1.93925 -2.26391 0.29355 0.00 -0.01 0.00
H 4.82239 -0.11834 -5.07263 0.00 0.00 0.00
H -1.90404 3.67043 -3.36824 0.00 0.00 -0.01
H -0.11658 -2.72888 1.51069 0.00 -0.01 0.01
C -3.16576 5.41106 -3.32040 0.00 0.01 -0.01
C -1.58434 -1.10405 -1.96358 0.00 0.08 -0.01
C -0.69968 -2.33232 -2.02543 -0.04 0.05 -0.02
H -2.61250 -1.37392 -2.21671 0.01 -0.01 -0.01
C 1.31326 -3.07955 -0.98579 0.07 -0.03 0.06
H -1.24585 -0.34626 -2.67219 -0.01 0.00 0.00
C -2.42124 4.39468 -2.75672 0.02 -0.04 0.02
H 5.71294 -0.08003 -3.52068 -0.01 0.00 0.00
N 4.06100 1.22797 -3.64392 -0.06 0.08 0.01
H 3.24333 -2.13480 -0.94404 0.02 -0.01 0.06
C -2.99467 5.22814 -0.53657 0.01 -0.03 0.01
C 1.80836 -1.86750 1.99170 0.01 -0.01 -0.02
C 0.30534 -1.93334 2.13131 0.01 -0.02 0.00
H -1.95746 0.39144 1.81559 -0.01 0.03 -0.01
C -2.34352 4.31242 -1.36763 -0.03 0.05 0.01
C -3.82051 6.33137 -2.50789 0.00 0.00 -0.01
H 3.01440 -3.38488 0.28135 0.00 -0.02 -0.02
O -1.53468 -0.47295 -0.68207 0.02 -0.06 -0.01
C 2.98669 0.65021 -3.14903 0.03 -0.10 -0.01
```
Forces are in eV/Å.

Calculated values
2S+1	1
M	607.86	g mol⁻¹
strongest force on any atom	0.23	eV/A
LUMO level (spin up / spin down)	-7.383 / -8.493	eV
frontier orbital gap (spin up / spin down)	6.86 / 5.31	eV
charge	+2



Record 4
Formula: C4H29NO12S
Source: the OMol25 dataset
Level of theory: ωB97M-V/def2-TZVPD

XYZ file:
```
47
Properties=species:S:1:pos:R:3:forces:R:3
H 2.55351 2.09152 -1.13449 -1.56 0.53 -2.35
H 0.06629 -0.64939 -3.28394 -4.68 0.06 -1.44
H 2.23277 -2.32517 2.39454 -0.42 0.91 1.89
O -2.92064 2.42648 -2.26627 -1.80 -0.73 -0.56
O 1.58470 2.57587 1.57223 -1.80 -0.91 0.55
H 0.47296 3.69521 0.93733 1.24 -0.85 0.37
C 0.23703 -0.05021 0.33214 -0.07 -0.98 -0.72
C 2.40192 -1.19856 2.39765 0.89 -3.81 -1.77
H -2.82451 3.26498 -1.85490 0.31 1.08 0.60
O 1.15263 -0.70614 -0.36445 1.55 -0.64 -1.70
H -1.13564 -4.80306 0.76473 -1.13 -0.83 0.21
O 1.10513 2.43773 -2.14481 -1.95 1.64 0.88
H -2.07301 2.05591 -2.38199 1.57 -0.42 0.05
H 0.70263 1.81126 -2.72650 0.08 -0.99 -0.86
H 3.00608 -1.49060 1.48081 -0.93 2.21 -0.93
H 1.99162 2.39080 0.72298 0.77 0.24 -0.58
O -0.33676 4.16743 0.94325 -2.57 0.84 -0.07
H -0.95360 3.57468 1.41883 0.59 0.48 -0.45
O 0.93142 -0.64049 -3.03990 5.50 -2.08 0.70
H 1.44465 0.54431 2.45827 -0.84 -0.67 0.07
H 1.00324 -4.00238 -0.35612 0.80 0.46 -0.63
N 1.16955 -0.45679 2.53484 2.39 1.27 -0.23
C -1.10623 -0.13062 2.34120 0.02 0.96 1.65
O -1.30879 -1.88100 -1.27836 -2.61 -1.70 1.05
H 1.28231 -0.53425 -1.36992 -0.67 0.44 1.26
H -2.37827 0.05343 -3.54569 -0.10 0.56 -0.43
H 3.23936 -0.87663 2.98192 -0.23 0.13 1.27
O -0.27801 0.97060 -0.05396 -0.10 -0.39 0.62
O 2.97240 1.78925 -0.37055 1.35 -1.83 2.86
H 1.30422 -1.53379 -3.35476 -0.75 2.02 0.68
H -0.46761 -4.47792 2.19380 -0.59 -0.43 0.06
H -0.76474 0.89463 2.66094 -0.44 -0.84 -0.57
O 1.63001 -3.43020 -0.86623 -1.05 -2.08 -0.24
H 2.42772 1.06155 0.02333 0.95 0.44 -1.26
H -1.39446 -2.65457 -0.64440 0.73 1.67 -1.19
H 0.00010 -1.88642 1.76749 -0.17 0.07 -1.33
H -2.45132 0.39343 0.49534 0.73 1.09 -2.45
H 1.70152 -2.69534 -0.29279 0.28 1.55 0.86
O -1.78045 -0.67895 -3.70601 0.83 2.36 -2.33
C 0.06935 -0.79954 1.66340 -0.79 1.97 0.61
H -2.06582 -1.24208 -3.05456 -0.76 -2.84 2.77
H -1.18385 -0.66936 3.28621 -0.46 0.08 0.07
H 0.27186 2.82204 -1.72215 1.88 -0.46 -0.30
H 2.25020 2.96658 2.08701 1.45 0.93 1.11
H -0.42129 -1.62165 -1.41192 1.64 -0.31 0.16
O -0.44293 -4.38773 1.24318 1.66 1.21 -0.38
S -2.75662 -0.06435 1.62285 -0.70 -1.42 2.41
```
Forces are in eV/Å.

Calculated values
SMILES string	CN[C@@H](CS)C(=O)O.O.O.O.O.O.O.O.O.O.O
2S+1	1
M	315.34	g mol⁻¹
strongest force on any atom	5.92	eV/A
LUMO level	-0.152	eV
frontier orbital gap	8.84	eV
charge	0



Record 5
Formula: C20H26MnN5O2S2Se2
Source: the OMol25 dataset
Level of theory: ωB97M-V/def2-TZVPD

XYZ file:
```
58
Properties=species:S:1:pos:R:3:forces:R:3
H -0.24722 -2.89164 1.04893 0.00 0.01 0.00
S 0.18654 1.32889 -2.13173 0.00 -0.10 0.10
H 3.36051 -5.33927 -0.65296 -0.01 0.01 0.00
H -2.25708 5.85453 -3.08170 0.00 0.00 0.00
N -0.44743 1.64716 1.15429 -0.09 -0.06 -0.15
H 0.27528 0.00280 6.14886 0.00 0.00 0.00
N -0.23463 -0.95539 1.69182 -0.01 -0.03 0.01
O -2.86394 2.14608 1.85148 -0.05 -0.03 0.01
C 0.04863 1.69319 4.86498 0.00 0.02 0.01
H 3.88837 -4.41019 -2.06981 0.00 0.00 0.00
Se 1.93981 -3.30579 -0.88276 0.02 -0.10 0.02
C -1.45760 5.25672 -1.18461 -0.01 0.00 -0.02
H 0.01258 -3.88403 3.30229 0.00 0.00 0.00
N 1.81094 -0.00972 -0.00344 0.06 0.03 0.05
H 2.09662 -3.01122 -3.36319 -0.03 -0.06 -0.01
H 2.18383 2.28694 -3.73377 0.00 0.00 0.00
H -3.44713 3.72273 -3.46181 0.00 0.00 0.00
H 0.11486 2.41207 5.67043 0.00 0.00 0.00
H 3.51833 0.60247 -1.00341 0.00 -0.01 -0.01
C -2.04871 -3.26034 -0.86391 0.01 0.03 0.02
H 2.13198 -0.96396 0.16373 0.04 -0.04 -0.06
H -2.61460 -2.86363 -0.02373 0.00 0.00 0.00
C 0.13806 0.35761 5.13567 0.00 0.00 0.03
N 2.63105 1.77812 -2.99097 0.03 -0.03 -0.02
H 3.63522 1.71930 -2.98641 0.00 0.01 0.00
H 1.68823 -1.48981 -2.58639 0.01 0.00 -0.04
C -0.13821 -0.11266 2.76874 0.02 -0.03 0.10
C -1.38180 4.25040 -0.23673 0.02 -0.01 0.01
C 3.02608 -4.78569 -1.52677 0.04 0.03 0.02
S -2.00277 1.79654 0.76580 0.11 0.06 -0.11
H -1.28761 -3.95779 -0.52254 0.00 0.01 0.00
H -0.80251 4.37955 0.66785 0.00 0.00 0.00
O -2.31763 0.52902 0.04476 0.19 0.05 -0.03
H -0.31347 -3.79216 -2.87389 0.00 0.00 0.01
C -0.01664 -2.74695 -2.94618 0.03 0.04 -0.01
H -3.30306 1.90943 -1.77037 0.00 0.00 -0.01
C 0.09750 -1.98106 4.27502 0.00 0.02 0.00
H -0.94224 6.19309 -1.01891 0.00 0.00 0.00
Se -1.22408 -1.74299 -1.76173 0.01 -0.19 -0.13
H -0.24129 3.21672 3.34955 0.00 0.00 0.00
C 1.86063 1.19813 -2.06364 -0.03 0.04 -0.03
H -0.22957 -2.40482 -3.95875 0.00 0.04 0.02
H 2.42496 -5.43577 -2.15653 -0.01 0.01 0.01
C -0.01932 -2.80906 3.19694 0.00 -0.03 0.00
H 0.22852 -2.37814 5.27404 0.00 0.00 0.00
C -0.17952 -2.25030 1.91655 0.00 0.01 -0.05
C -2.04761 3.05642 -0.46942 -0.01 0.00 0.07
C -0.14349 2.15749 3.54707 -0.01 -0.02 -0.06
C 1.44949 -2.55123 -2.61652 -0.08 0.11 0.03
C -2.86743 3.86784 -2.56036 0.01 0.03 0.00
C -0.23990 1.27345 2.50591 0.03 0.05 0.09
C -2.19864 5.06451 -2.34482 -0.01 -0.02 0.01
Mn -0.27890 0.04593 -0.12766 -0.20 0.14 0.18
C -2.79527 2.85237 -1.61838 -0.02 -0.03 0.02
C 0.04134 -0.58252 4.08525 -0.01 -0.01 -0.07
N 2.51789 0.51185 -1.10113 -0.03 0.01 0.03
H -2.72591 -3.74860 -1.55898 0.01 0.02 -0.01
H 2.00796 0.55343 0.82395 -0.02 0.00 -0.03
```
Forces are in eV/Å.

Calculated values
2S+1	2
M	645.45	g mol⁻¹
strongest force on any atom	0.30	eV/A
LUMO level (spin up / spin down)	-2.599 / -2.623	eV
frontier orbital gap (spin up / spin down)	8.22 / 7.91	eV
charge	+1



> What is the M in the third record?

607.86 g mol⁻¹